(1)
Computed, not measured: the molecule C5H11NO2 at a distorted geometry, with ωB97M-V/def2-TZVPD.

Structure (ORCA input):
```
! RIJCOSX wB97M-V def2-TZVPD def2/J DEFGRID3
* xyz 0 1
C 2.220 1.484 -0.498
C 0.911 0.735 -0.510
N 0.753 -0.260 0.459
C 1.053 0.255 1.833
C -0.578 -0.948 0.467
C -1.618 -0.650 -0.574
O -2.784 -1.419 -0.102
O 0.105 0.953 -1.390
H 2.833 1.291 -1.361
H 2.830 1.271 0.372
H 1.989 2.539 -0.540
H 0.872 -0.555 2.487
H 2.130 0.373 1.937
H 0.430 1.102 2.133
H -0.370 -2.020 0.527
H -1.056 -0.773 1.435
H -1.964 0.354 -0.568
H -1.454 -0.992 -1.590
H -3.042 -2.002 -0.823
*
```

## Properties
Relative energy (zero: lowest compared OMol25 entry of this formula, charge and spin) (kcal/mol): 38.2
Total energy (eV): -10947.6087
Frontier orbital gap (eV): 10.3
SMILES: CC(=O)N(C)CCO

Here are the Mulliken charges for atoms 1 to 2, given in e: -1.036, 0.693

=====

(2)
Computed, not measured: a cluster of 2 separate species, C5H11NO2 in total at a distorted geometry, with ωB97M-V/def2-TZVPD.

Structure (ORCA input):
```
! RIJCOSX wB97M-V def2-TZVPD def2/J DEFGRID3
* xyz 0 1
C 0.325 1.003 -2.185
C -1.575 2.001 -1.249
O -0.255 1.570 -1.035
H 1.334 0.702 -1.914
H 0.364 1.729 -3.006
H -0.237 0.122 -2.518
H -2.224 1.163 -1.534
H -1.923 2.427 -0.310
H -1.620 2.764 -2.035
C -0.045 -0.291 1.759
C 0.669 -1.562 1.384
N 0.709 -2.578 2.386
C 1.202 -1.697 0.205
O 1.614 -1.834 -0.888
H 1.067 -2.209 3.262
H 1.267 -3.371 2.098
H -1.060 -0.530 2.074
H 0.468 0.197 2.589
H -0.080 0.393 0.916
*
```

## Properties
Relative energy (zero: lowest compared OMol25 entry of this formula, charge and spin) (kcal/mol): 66.3
Total energy (eV): -10946.3935
Frontier orbital gap (eV): 8.6
SMILES: CC(N)=C=O.COC

Here are the Mulliken charges for atoms 1 to 2, given in e: -0.707, -0.698

=====

(3)
Computed, not measured: the molecule C5H11NO2 at a distorted geometry, with ωB97M-V/def2-TZVPD.

Structure (ORCA input):
```
! RIJCOSX wB97M-V def2-TZVPD def2/J DEFGRID3
* xyz 0 1
C -0.279 0.093 1.524
N -0.081 -0.538 0.168
C 0.729 0.286 -0.737
C 0.820 -0.440 -2.102
O -0.429 -0.501 -2.805
C 0.239 1.668 -1.167
O -0.565 2.292 -0.503
C -0.660 -0.821 2.719
H 0.606 0.606 1.960
H -1.065 0.842 1.383
H -1.027 -0.542 -0.221
H 1.691 0.395 -0.234
H 1.116 -1.495 -2.011
H 1.673 0.016 -2.647
H -1.076 -0.815 -2.132
H 0.505 2.081 -2.135
H -0.110 -1.780 2.605
H -0.341 -0.408 3.656
H -1.748 -0.941 2.681
*
```

## Properties
Relative energy (zero: lowest compared OMol25 entry of this formula, charge and spin) (kcal/mol): 57.6
Total energy (eV): -10946.7671
Frontier orbital gap (eV): 9.9
SMILES: CCN[C@H](C=O)CO

Here are the Mulliken charges for atoms 1 to 2, given in e: -0.330, -0.449